# 1
Molecular formula: C17H33NO2P2Ti
Method: DFT, ωB97M-V/def2-TZVPD

Values from the calculation:
E: -2404.8319 hartree
charge: 0
multiplicity: 1
energy relative to the best compared isomer or geometry (same formula, charge and spin): 4.0057 eV
highest occupied orbital energy (spin up / spin down): -5.5 / -5.5 eV
frontier orbital gap (spin up / spin down): 5.288 / 5.291 eV

Geometry (Å):
Ti (0.003, 0.360, 0.006)
P (-2.113, 1.475, 1.060)
P (2.152, -1.240, -0.358)
N (-0.740, -1.078, -0.689)
H (-1.318, 0.035, 1.125)
C (-2.722, 2.245, -0.463)
H (-3.499, 2.983, -0.204)
H (-3.143, 1.500, -1.147)
H (-1.914, 2.782, -0.989)
C (-1.532, 2.942, 1.981)
H (-2.414, 3.551, 2.251)
H (-0.874, 3.557, 1.342)
H (-0.974, 2.661, 2.887)
C (-3.540, 0.767, 1.952)
H (-4.234, 1.541, 2.315)
H (-3.193, 0.170, 2.803)
H (-4.066, 0.078, 1.290)
C (2.461, -1.617, -2.131)
H (3.257, -2.369, -2.217)
H (2.750, -0.703, -2.663)
H (1.538, -2.009, -2.569)
C (3.866, -0.904, 0.196)
H (4.542, -1.689, -0.167)
H (3.913, -0.869, 1.289)
H (4.199, 0.062, -0.202)
C (1.906, -2.968, 0.219)
H (2.804, -3.570, 0.047)
H (1.065, -3.415, -0.318)
H (1.664, -2.970, 1.284)
C (-1.599, -2.106, -0.467)
C (-3.358, -3.618, -1.243)
C (-2.518, -2.529, -1.465)
C (-1.648, -2.755, 0.804)
C (-2.481, -3.843, 1.019)
C (-3.330, -4.293, -0.006)
H (-4.046, -3.925, -2.031)
H (-2.536, -1.940, -2.381)
H (-1.019, -2.344, 1.601)
H (-2.486, -4.335, 1.995)
H (-3.979, -5.158, 0.166)
C (1.573, 2.678, -1.872)
O (0.846, 1.729, -1.384)
C (0.883, 3.678, -2.738)
H (0.841, 4.651, -2.249)
H (-0.152, 3.387, -2.952)
H (1.417, 3.783, -3.707)
C (3.024, 2.804, -1.512)
H (3.649, 2.299, -2.262)
H (3.263, 2.389, -0.498)
H (3.356, 3.853, -1.442)
C (1.927, 1.126, 2.443)
C (1.176, -0.070, 1.944)
O (0.967, -1.073, 2.604)
H (2.928, 1.147, 1.982)
H (2.025, 1.091, 3.539)
H (1.433, 2.067, 2.181)

The natural (NBO) scheme yields these atomic charges, measured in e:
1 Ti 0.80
2 P 1.08
3 P 0.98
4 N -0.84
5 H -0.08
6 C -0.95
7 H 0.21
8 H 0.25
9 H 0.24
10 C -0.93
11 H 0.22
12 H 0.24
13 H 0.25
14 C -0.96
15 H 0.24
16 H 0.26
17 H 0.26
18 C -0.94
19 H 0.21
20 H 0.21
21 H 0.25
22 C -0.96
23 H 0.22
24 H 0.24
25 H 0.22
26 C -0.94
27 H 0.21
28 H 0.25
29 H 0.27
30 C 0.13
31 C -0.23
32 C -0.23
33 C -0.29
34 C -0.20
35 C -0.28
36 H 0.20
37 H 0.20
38 H 0.24
39 H 0.21
40 H 0.20
41 C 0.61
42 O -0.62
43 C -0.71
44 H 0.25
45 H 0.25
46 H 0.24
47 C -0.73
48 H 0.26
49 H 0.25
50 H 0.24
51 C -0.75
52 C 0.21
53 O -0.63
54 H 0.22
55 H 0.22
56 H 0.21

# 2
Molecular formula: C17H34Br3F5NOP
Method: DFT, ωB97M-V/def2-TZVPD

Values from the calculation:
E: -9360.8628 hartree
charge: 0
multiplicity: 1
energy relative to the best compared isomer or geometry (same formula, charge and spin): 0.0000 eV
highest occupied orbital energy: -9.3 eV
frontier orbital gap: 9.305 eV

Geometry (Å):
C (-2.589, -2.056, 3.777)
C (-2.761, -0.632, 4.288)
C (-2.255, 0.362, 3.235)
C (-2.798, 1.784, 3.411)
C (-2.973, 2.571, 2.111)
C (-1.821, 2.476, 1.114)
C (-2.328, 2.606, -0.345)
C (-2.643, 1.239, -0.986)
C (-1.773, 0.918, -2.226)
C (-1.303, -0.535, -2.232)
C (-0.299, -0.800, -3.376)
P (1.363, -0.125, -2.936)
N (1.766, -1.467, -1.790)
O (1.132, 1.329, -3.863)
C (2.915, -0.508, -3.880)
C (4.036, 0.399, -3.334)
C (5.407, -0.291, -3.393)
C (6.320, 0.170, -2.274)
F (6.032, -0.498, -1.113)
F (6.157, 1.509, -2.020)
C (7.825, -0.037, -2.562)
F (8.141, 0.377, -3.813)
F (8.143, -1.357, -2.444)
F (8.577, 0.667, -1.681)
H (-3.228, -2.239, 2.918)
H (-2.787, -2.801, 4.541)
H (-1.562, -2.191, 3.447)
H (-3.789, -0.413, 4.553)
H (-2.118, -0.525, 5.158)
H (-1.172, 0.402, 3.339)
H (-2.454, -0.018, 2.236)
H (-2.185, 2.320, 4.130)
H (-3.779, 1.697, 3.878)
H (-3.915, 2.280, 1.655)
H (-3.081, 3.622, 2.370)
H (-1.108, 3.278, 1.276)
H (-1.306, 1.525, 1.184)
H (-1.618, 3.153, -0.956)
H (-3.256, 3.170, -0.325)
H (-3.684, 1.216, -1.294)
H (-2.485, 0.441, -0.267)
H (-2.318, 1.114, -3.145)
H (-0.911, 1.577, -2.214)
H (-0.803, -0.727, -1.287)
H (-2.157, -1.193, -2.348)
H (-0.708, -0.341, -4.272)
H (-0.201, -1.865, -3.558)
H (1.452, 0.724, -1.833)
H (1.646, -2.366, -2.233)
H (1.216, -1.438, -0.942)
H (0.816, 1.133, -4.742)
H (2.722, -0.265, -4.918)
H (3.184, -1.549, -3.771)
H (4.082, 1.310, -3.914)
H (3.819, 0.658, -2.305)
H (5.293, -1.364, -3.305)
H (5.888, -0.076, -4.340)
C (-4.762, -3.681, 7.650)
Br (-4.422, -1.827, 7.264)
Br (-6.435, -4.263, 6.900)
Br (-3.303, -4.800, 7.079)
H (-4.839, -3.779, 8.721)

The natural (NBO) scheme yields these atomic charges, measured in e:
1 C -0.60
2 C -0.39
3 C -0.40
4 C -0.39
5 C -0.39
6 C -0.40
7 C -0.39
8 C -0.39
9 C -0.40
10 C -0.38
11 C -0.71
12 P 1.59
13 N -1.19
14 O -1.03
15 C -0.69
16 C -0.39
17 C -0.47
18 C 0.62
19 F -0.32
20 F -0.33
21 C 0.92
22 F -0.32
23 F -0.31
24 F -0.31
25 H 0.20
26 H 0.21
27 H 0.20
28 H 0.19
29 H 0.20
30 H 0.20
31 H 0.19
32 H 0.20
33 H 0.20
34 H 0.19
35 H 0.21
36 H 0.20
37 H 0.19
38 H 0.20
39 H 0.20
40 H 0.20
41 H 0.19
42 H 0.20
43 H 0.21
44 H 0.19
45 H 0.21
46 H 0.21
47 H 0.22
48 H -0.05
49 H 0.35
50 H 0.36
51 H 0.46
52 H 0.22
53 H 0.22
54 H 0.23
55 H 0.22
56 H 0.23
57 H 0.23
58 C -0.50
59 Br 0.10
60 Br 0.09
61 Br 0.09
62 H 0.22

# 3
Molecular formula: C17H34Br4O5
Method: DFT, ωB97M-V/def2-TZVPD

Values from the calculation:
structure (SMILES): CCOC(C)=O.CC(C)=O.CC(C)=O.CC(C)=O.BrCCBr.BrCCBr
E: -11340.3376 hartree
charge: 0
multiplicity: 1
energy relative to the best compared isomer or geometry (same formula, charge and spin): 1.3547 eV
highest occupied orbital energy: -9.5 eV
frontier orbital gap: 9.733 eV

Geometry (Å):
C (7.431, -0.218, -1.503)
C (6.916, -1.571, -2.026)
O (7.775, -2.647, -1.571)
C (7.479, -3.316, -0.378)
C (8.448, -4.322, 0.140)
O (6.464, -3.099, 0.307)
H (7.598, -0.330, -0.432)
H (6.830, 0.669, -1.705)
H (8.443, -0.027, -1.862)
H (5.887, -1.873, -1.830)
H (6.922, -1.521, -3.115)
H (8.420, -5.197, -0.510)
H (8.194, -4.623, 1.156)
H (9.466, -3.948, 0.250)
C (-2.880, 0.624, -0.128)
C (-1.606, 1.075, 0.592)
C (-0.305, 1.155, -0.226)
O (-1.602, 1.213, 1.805)
H (-3.706, 0.419, 0.552)
H (-2.614, -0.280, -0.676)
H (-3.118, 1.420, -0.834)
H (-0.474, 0.700, -1.202)
H (0.543, 0.768, 0.339)
H (-0.012, 2.198, -0.342)
C (-4.670, -4.040, 4.965)
C (-3.756, -3.457, 6.045)
C (-4.269, -2.162, 6.653)
O (-2.719, -4.037, 6.388)
H (-5.689, -3.915, 5.333)
H (-4.551, -5.103, 4.754)
H (-4.620, -3.504, 4.017)
H (-4.681, -2.282, 7.655)
H (-5.049, -1.780, 5.993)
H (-3.413, -1.495, 6.755)
C (3.300, 0.326, 6.217)
C (2.968, 1.318, 7.291)
C (2.363, 2.634, 6.899)
O (3.295, 1.080, 8.448)
H (3.906, -0.488, 6.615)
H (4.028, 0.661, 5.478)
H (2.444, -0.216, 5.813)
H (2.436, 3.469, 7.596)
H (1.326, 2.522, 6.582)
H (2.777, 2.922, 5.933)
Br (-10.271, 4.106, -3.490)
C (-11.863, 4.971, -4.283)
C (-11.654, 6.497, -4.255)
Br (-12.185, 7.150, -2.495)
H (-12.775, 4.731, -3.736)
H (-11.859, 4.581, -5.300)
H (-12.256, 6.884, -5.077)
H (-10.640, 6.823, -4.484)
Br (2.207, 0.433, -7.897)
C (1.850, -1.004, -9.261)
C (2.613, -0.721, -10.534)
Br (2.008, 1.020, -11.399)
H (0.782, -1.068, -9.472)
H (2.186, -1.934, -8.803)
H (2.236, -1.392, -11.306)
H (3.696, -0.801, -10.437)

The natural (NBO) scheme yields these atomic charges, measured in e:
1 C -0.64
2 C -0.07
3 O -0.53
4 C 0.79
5 C -0.72
6 O -0.60
7 H 0.22
8 H 0.22
9 H 0.21
10 H 0.20
11 H 0.19
12 H 0.24
13 H 0.25
14 H 0.24
15 C -0.71
16 C 0.60
17 C -0.73
18 O -0.55
19 H 0.24
20 H 0.22
21 H 0.23
22 H 0.22
23 H 0.25
24 H 0.24
25 C -0.72
26 C 0.59
27 C -0.73
28 O -0.54
29 H 0.22
30 H 0.23
31 H 0.24
32 H 0.25
33 H 0.22
34 H 0.24
35 C -0.74
36 C 0.58
37 C -0.72
38 O -0.54
39 H 0.24
40 H 0.23
41 H 0.24
42 H 0.24
43 H 0.24
44 H 0.22
45 Br -0.03
46 C -0.43
47 C -0.46
48 Br 0.00
49 H 0.23
50 H 0.23
51 H 0.22
52 H 0.23
53 Br -0.04
54 C -0.42
55 C -0.41
56 Br -0.05
57 H 0.23
58 H 0.23
59 H 0.23
60 H 0.23

# 4
Molecular formula: C17H34BrFNO3
Method: DFT, ωB97M-V/def2-TZVPD

Values from the calculation:
E: -3622.1267 hartree
charge: +1
multiplicity: 1
energy relative to the best compared isomer or geometry (same formula, charge and spin): 1.4238 eV
highest occupied orbital energy: -11.7 eV
frontier orbital gap: 8.516 eV

Geometry (Å):
F (2.599, -1.172, 0.098)
C (2.254, -0.549, -1.215)
C (0.639, -0.272, -1.260)
C (0.190, 1.282, -0.991)
N (1.128, 2.329, -1.551)
C (2.214, 1.776, -2.468)
Br (3.295, 3.261, -3.300)
C (3.167, 0.816, -1.485)
H (2.513, -1.288, -2.115)
H (0.199, -0.571, -2.327)
H (0.139, -1.009, -0.470)
H (-0.869, 1.435, -1.518)
H (-0.006, 1.495, 0.167)
H (1.648, 2.762, -0.729)
H (0.613, 3.123, -2.019)
H (1.786, 1.144, -3.373)
H (3.333, 1.303, -0.422)
H (4.219, 0.590, -1.947)
C (2.327, 0.093, 3.905)
C (1.371, -0.366, 4.976)
C (0.037, -0.284, 4.265)
O (0.290, -0.535, 2.876)
C (1.707, -0.490, 2.655)
H (3.357, -0.238, 4.064)
H (2.324, 1.188, 3.849)
H (1.587, -1.406, 5.245)
H (1.407, 0.238, 5.886)
H (-0.397, 0.718, 4.350)
H (-0.685, -1.012, 4.645)
H (2.050, -1.516, 2.483)
H (1.922, 0.104, 1.763)
C (-0.853, -5.331, -2.599)
C (0.497, -5.236, -1.935)
C (1.000, -3.898, -2.432)
O (-0.153, -3.070, -2.638)
C (-1.324, -3.894, -2.565)
H (-1.541, -6.017, -2.098)
H (-0.733, -5.662, -3.637)
H (0.373, -5.207, -0.846)
H (1.168, -6.063, -2.181)
H (1.515, -4.000, -3.393)
H (1.678, -3.415, -1.722)
H (-1.835, -3.666, -1.623)
H (-1.996, -3.654, -3.394)
C (-4.219, 3.480, -0.125)
C (-4.053, 3.511, 1.372)
C (-2.590, 3.164, 1.536)
O (-1.912, 3.660, 0.373)
C (-2.895, 4.035, -0.602)
H (-5.076, 4.055, -0.485)
H (-4.334, 2.444, -0.465)
H (-4.242, 4.524, 1.745)
H (-4.717, 2.823, 1.902)
H (-2.439, 2.080, 1.573)
H (-2.152, 3.609, 2.434)
H (-2.917, 5.129, -0.650)
H (-2.607, 3.648, -1.584)

The natural (NBO) scheme yields these atomic charges, measured in e:
1 F -0.38
2 C 0.20
3 C -0.50
4 C -0.27
5 N -0.57
6 C -0.11
7 Br 0.09
8 C -0.48
9 H 0.21
10 H 0.27
11 H 0.31
12 H 0.25
13 H 0.28
14 H 0.45
15 H 0.46
16 H 0.27
17 H 0.24
18 H 0.28
19 C -0.43
20 C -0.43
21 C -0.07
22 O -0.55
23 C -0.06
24 H 0.23
25 H 0.20
26 H 0.21
27 H 0.23
28 H 0.16
29 H 0.19
30 H 0.18
31 H 0.16
32 C -0.43
33 C -0.43
34 C -0.07
35 O -0.56
36 C -0.07
37 H 0.23
38 H 0.21
39 H 0.21
40 H 0.23
41 H 0.17
42 H 0.18
43 H 0.17
44 H 0.19
45 C -0.43
46 C -0.43
47 C -0.07
48 O -0.57
49 C -0.07
50 H 0.23
51 H 0.20
52 H 0.21
53 H 0.23
54 H 0.16
55 H 0.19
56 H 0.18
57 H 0.16